DFT (wB97M-V/def2-TZVPD) results for C8H14S in the gas phase in a non-equilibrium geometry.

As for the frontier orbital gap: 9.0549 eV. Its molar mass is 142.27 u. The structure (SMILES) is CC1=CC[C@H](C)[C@]1(C)S. The value obtained for the total energy is -711.30509 Eh. Its multiplicity is 1. Its energy relative to the best compared isomer or geometry (same formula, charge and spin) is 42.9 kcal per mole.

Structure (XYZ):
```
23
Properties=species:S:1:pos:R:3:nbo_charge:R:1
C -2.62804 -0.86187 -0.59421 -0.682
C -1.48414 0.06273 -0.33030 0.083
C -1.10180 1.21957 -0.81897 -0.274
C 0.25764 1.70989 -0.43624 -0.410
C 1.00206 0.64046 0.43868 -0.275
C 2.44063 0.57246 0.00338 -0.621
C 0.14642 -0.64703 0.32813 -0.090
C 0.04155 -1.39189 1.59767 -0.657
S 0.47236 -1.68179 -1.15026 -0.008
H -3.18322 -0.61886 -1.46219 0.227
H -3.29646 -1.02903 0.33785 0.219
H -2.16113 -1.80472 -0.82172 0.235
H -1.80358 2.04414 -1.05807 0.213
H 0.81326 1.99421 -1.32289 0.201
H 0.16885 2.66976 0.16978 0.212
H 0.80718 0.98723 1.45567 0.212
H 3.11184 0.84961 0.84097 0.215
H 2.62885 1.33273 -0.75869 0.209
H 2.71630 -0.40096 -0.32110 0.227
H 1.10200 -1.99043 1.71042 0.209
H -0.66480 -2.18950 1.47917 0.222
H -0.04029 -0.75076 2.60190 0.235
H 0.65451 -0.71598 -1.88895 0.099
```



DFT (wB97M-V/def2-TZVPD) results for a 2-piece molecular cluster, C8H14Si overall in a non-equilibrium geometry.

As for the frontier orbital gap (spin up / spin down): 6.4529 / 6.9044 eV. Its molar mass is 138.29 u. The value obtained for the total energy is -602.33398 Eh. Its multiplicity is 1. Its energy relative to the best compared isomer or geometry (same formula, charge and spin) is 229.9 kcal per mole.

Structure (XYZ):
```
23
Properties=species:S:1:pos:R:3:nbo_charge:R:1
C 0.58632 0.14582 -0.30692 -0.234
C 1.77035 0.48946 -0.14190 0.158
C -0.42950 -2.87328 -0.74605 -0.304
C -0.61597 -0.33828 -0.28842 -0.325
C 4.08937 -0.28640 0.13837 -0.588
C -3.17573 -0.51024 1.26200 -1.018
C -2.47460 2.02160 -0.70496 -1.025
C 3.13996 0.93931 0.08540 -0.496
Si -2.36249 0.12366 -0.41369 1.283
H -1.16120 -3.66092 -0.30996 0.116
H 0.57112 -2.80493 -0.11698 0.119
H 4.14701 -0.53325 1.10708 0.203
H 5.07497 0.09434 0.01349 0.208
H 3.86129 -1.21815 -0.49755 0.226
H -2.91506 -1.47704 1.31226 0.223
H -2.57614 0.14909 2.07697 0.239
H -4.26246 -0.18501 1.17214 0.238
H -3.29276 2.20598 -1.21094 0.216
H -2.47229 2.66071 0.30443 0.220
H -1.64669 2.27340 -1.21037 0.226
H 3.56951 1.61587 -0.73605 0.230
H 3.24354 1.55559 0.98804 0.244
H -2.66853 -0.38734 -1.77635 -0.160
```



DFT (wB97M-V/def2-TZVPD) results for C8H15ClCoNNdO2 as an isolated structure in a non-equilibrium geometry.

As for the frontier orbital gap (spin up / spin down): 3.8625 / 6.3275 eV. Its molar mass is 395.84 u. The value obtained for the total energy is -2923.19276 Eh. As for the total charge: -2. Its multiplicity is 7. Its expectation value of S² is 12.34. Its energy relative to the best compared isomer or geometry (same formula, charge and spin) is 73.4 kcal per mole.

Structure (XYZ):
```
29
Properties=species:S:1:pos:R:3:mulliken_charge:R:1
Nd 0.24126 -0.12689 -3.90487 0.195
Cl 0.24380 1.55988 -2.06109 -0.583
C -1.71280 -0.36848 -5.02542 -0.849
C 2.20052 -1.20821 -4.25949 -0.830
H -1.38507 -1.12970 -5.71946 0.171
H -2.29476 -0.66065 -4.17865 0.168
H -1.78141 0.64187 -5.36646 0.164
H 1.87339 -1.82948 -5.08085 0.156
H 2.26937 -1.63983 -3.28409 0.171
H 2.78120 -0.33724 -4.47258 0.158
Co -0.68432 -0.56049 0.76413 -0.025
C -2.15110 0.70358 0.11424 -1.047
C -1.10041 -2.27706 1.28996 -0.746
H -2.67186 0.25217 -0.75110 0.263
H -2.90767 0.84719 0.91131 0.224
H -1.79547 1.70916 -0.19002 0.281
H -0.37485 -3.05729 1.66567 0.329
H -2.16246 -2.67663 1.30240 0.294
O -0.75573 2.33573 2.13486 -0.642
C 0.07776 1.56236 2.67990 0.475
C 0.96155 1.83205 3.88533 -0.450
C 1.72513 0.56109 4.10277 -0.372
C 1.25954 -0.38165 3.00700 0.284
O 1.61593 -1.57153 2.79296 -0.690
N 0.32163 0.27402 2.21050 -0.031
H 1.60540 2.68165 3.64534 0.251
H 0.30814 2.07795 4.72371 0.230
H 2.80515 0.69403 4.00373 0.234
H 1.48812 0.09241 5.06025 0.218
```